The following is a DFT calculation (wB97M-V/def2-TZVPD) of a 13-piece molecular cluster, H26O13 overall.

Values from the calculation:
- Relative energy (zero: lowest compared OMol25 entry of this formula, charge and spin): 110.61 kcal/mol
- HOMO: -10.5 eV
- Orbital gap: 10.3643 eV

Structure (ORCA input):
```
! wB97M-V def2-TZVPD RIJCOSX def2/J DEFGRID3
* xyz 0 1
O -3.204 3.024 -1.185
O -0.778 -2.303 -1.491
O -2.734 -4.376 -1.393
O 4.231 0.247 0.173
O -0.481 3.960 -2.273
O 3.949 2.039 -0.867
O 1.819 -1.367 -2.044
O -0.622 -0.002 -0.358
O 2.541 0.220 2.982
O 2.886 -2.407 0.837
O -1.607 4.018 2.449
O -2.393 -1.773 3.800
O -4.555 -0.016 0.150
H -1.354 -2.086 -0.749
H -4.682 0.626 0.858
H -1.299 -0.184 -1.020
H -0.068 3.337 -2.881
H 5.106 -0.059 -0.091
H -3.709 -0.428 0.356
H 4.094 -0.154 1.039
H 3.604 -2.878 0.399
H 3.272 -0.181 3.467
H 1.298 -1.598 -2.822
H -0.881 3.861 1.834
H -1.017 3.405 -1.695
H 4.743 2.554 -1.051
H -3.784 2.289 -0.957
H -2.037 -4.632 -2.008
H 2.812 0.160 2.059
H -3.535 -4.752 -1.776
H -2.324 -1.902 4.753
H -2.298 4.407 1.900
H -0.863 -1.547 -2.083
H -1.477 -1.718 3.504
H 2.222 -2.200 -1.775
H -2.539 3.022 -0.488
H 2.161 -3.041 0.846
H 3.316 2.341 -1.529
H 0.188 0.094 -0.871
*
```

=====

The following is a DFT calculation (wB97M-V/def2-TZVPD) of C17H22FNO3 in the gas phase.

Values from the calculation:
- HOMO: -9.1 eV
- Orbital gap: 9.8221 eV
- SMILES string: C[C@@H]1CCC[C@H](C)N1C(=O)COC(=O)Cc1ccc(F)cc1

Structure (ORCA input):
```
! wB97M-V def2-TZVPD RIJCOSX def2/J DEFGRID3
* xyz 0 1
F -4.551 0.041 -4.795
O 0.917 -2.241 0.830
O 0.389 0.196 -1.391
O 2.135 -1.203 -1.439
N 0.818 -0.137 1.636
C 1.323 -1.092 0.830
C -0.947 -0.172 -4.836
C -3.290 -0.282 -4.436
C 2.486 -0.768 -0.128
C -0.715 -0.946 -3.708
C -0.859 1.784 2.999
C -0.137 -0.605 2.644
C -2.237 0.163 -5.212
C 1.017 -0.671 -1.940
C -1.795 -1.379 -2.946
C 0.680 -1.298 -3.279
C 0.563 -0.897 3.974
C -1.320 0.348 2.802
C 2.338 1.607 2.522
C -0.032 2.180 1.785
C 1.184 1.270 1.571
C -3.088 -1.050 -3.303
H 3.130 0.867 2.434
H 3.334 -1.395 0.158
H -0.116 0.175 -5.432
H 0.881 0.009 4.480
H -1.935 0.299 1.901
H -1.925 0.012 3.645
H -0.119 -1.433 4.630
H -0.663 2.113 0.897
H 0.799 -2.378 -3.170
H 1.416 -0.950 -4.007
H -2.430 0.762 -6.088
H 2.009 1.635 3.556
H 0.322 3.208 1.874
H -1.723 2.445 3.088
H -1.617 -1.973 -2.063
H 2.745 2.584 2.270
H 2.791 0.278 -0.157
H -0.511 -1.560 2.259
H 1.512 1.472 0.548
H -0.275 1.880 3.914
H -3.934 -1.377 -2.720
H 1.433 -1.525 3.801
*
```

=====

The following is a DFT calculation (wB97M-V/def2-TZVPD) of C6H12O in the gas phase.

Values from the calculation:
- Relative energy (zero: lowest compared OMol25 entry of this formula, charge and spin): 36.77 kcal/mol
- HOMO: -9.5 eV
- Orbital gap: 10.5897 eV
- SMILES string: C[C@@H]1OCC[C@@H]1C

Structure (ORCA input):
```
! wB97M-V def2-TZVPD RIJCOSX def2/J DEFGRID3
* xyz 0 1
O 0.738 1.700 -0.164
C -1.273 0.568 0.893
C 0.792 0.370 -0.611
C -0.622 -0.135 -0.498
C -0.429 1.830 0.970
C 1.960 -0.484 -0.082
C -0.771 -1.645 -0.643
H -2.337 0.737 0.665
H 2.881 0.109 -0.031
H 1.781 -0.918 0.909
H -0.244 -2.132 -1.484
H 2.150 -1.314 -0.778
H -0.393 -2.108 0.273
H 0.766 0.234 -1.719
H -1.170 0.425 -1.270
H 0.128 1.972 1.901
H -0.953 2.748 0.684
H -1.829 -1.879 -0.753
H -1.190 -0.090 1.774
*
```

=====

The following is a DFT calculation (wB97M-V/def2-TZVPD) of C35H48CdF10Ge2N4OSSe as an isolated structure.

Values from the calculation:
- Relative energy (zero: lowest compared OMol25 entry of this formula, charge and spin): 0.00 kcal/mol
- HOMO (spin up / spin down): -4.2 / -4.2 eV
- ⟨S²⟩: 0.75
- Orbital gap (spin up / spin down): 6.2800 / 5.8488 eV

Structure (ORCA input):
```
! wB97M-V def2-TZVPD RIJCOSX def2/J DEFGRID3
* xyz -1 2
Cd 0.064 1.117 -0.666
Se 1.335 -1.845 -2.198
Ge -1.470 -0.304 1.677
Ge 2.453 -4.757 -1.708
S -1.706 2.660 -2.095
F 0.516 4.114 -6.979
F 1.054 5.616 0.348
F 2.751 4.896 -5.575
F -0.721 7.499 -0.032
F -4.241 4.381 0.484
F -3.460 6.942 -0.032
F -0.929 1.924 -6.024
F -0.068 0.603 -3.869
F 3.283 3.948 -3.161
F -2.478 2.487 1.130
O -1.843 -0.030 -0.951
N 2.396 0.751 0.647
N -3.053 0.473 -1.387
N 1.790 1.588 -2.171
N 0.222 2.859 0.935
C -1.232 -0.155 4.718
C 2.017 3.857 -5.143
C -2.559 6.033 0.392
C 3.396 0.776 -0.455
C -0.248 5.294 0.616
C -5.411 0.123 -1.699
C 2.313 3.336 -3.899
C -1.169 6.298 0.393
C -2.007 3.734 0.909
C -5.490 1.387 -2.221
C 0.808 -3.684 -2.020
C 0.217 2.307 -5.427
C 2.692 -0.428 1.472
C -2.937 4.730 0.658
C -0.591 3.903 0.855
C 0.621 1.718 -4.249
C -3.811 -3.733 4.079
C 3.123 1.760 -1.585
C 3.868 -4.130 -2.882
C -1.143 -2.227 1.591
C -1.699 -3.058 2.752
C 1.640 -6.447 -2.239
C 2.510 1.911 1.531
C -4.172 -0.308 -1.303
C -4.357 2.170 -2.370
C 3.019 -4.843 0.168
C -3.078 1.725 -1.962
C 1.611 2.205 -3.366
C 1.658 3.135 1.127
C 0.930 3.423 -5.897
C -0.508 0.388 5.996
C 1.518 -1.755 -4.205
C -0.526 0.169 3.416
C -3.233 -2.870 2.940
C 0.925 -0.208 6.146
H 4.425 0.953 -0.041
H 0.289 -4.052 -2.886
H -3.500 -4.800 3.943
H -3.509 -1.818 3.078
H 2.402 -7.214 -2.384
H 3.630 -4.004 0.440
H 1.359 -0.181 7.150
H 3.417 -0.233 -0.903
H -6.453 1.839 -2.417
H -0.427 1.240 3.330
H -2.253 0.258 4.661
H -3.676 -3.228 2.026
H 3.726 -0.433 1.855
H 2.204 1.581 2.544
H -6.303 -0.534 -1.546
H -4.893 -3.715 4.086
H -1.177 -2.842 3.704
H 1.780 3.843 1.981
H -1.131 0.070 6.858
H -1.563 -2.549 0.654
H 4.087 -3.074 -2.736
H 2.570 -1.326 0.869
H 2.073 3.637 0.258
H 0.968 -6.835 -1.480
H -3.027 -0.137 1.861
H 2.139 -2.586 -4.542
H -4.061 -1.286 -0.875
H -0.477 1.450 5.994
H -4.446 3.188 -2.767
H 1.992 -0.803 -4.376
H 0.543 -1.787 -4.689
H -3.435 -3.400 5.048
H 2.132 -4.902 0.818
H 3.545 2.262 1.599
H 2.031 -0.482 2.333
H 0.441 -0.345 3.381
H -0.060 -2.368 1.521
H -1.300 -1.247 4.854
H 1.617 0.279 5.466
H -1.484 -4.114 2.531
H 3.879 1.509 -2.371
H 0.134 -3.738 -1.152
H 1.071 -6.330 -3.169
H 3.260 2.799 -1.261
H 0.876 -1.259 5.844
H 4.804 -4.654 -2.678
H 3.581 -5.782 0.296
H 3.611 -4.307 -3.925
*
```

=====

The following is a DFT calculation (wB97M-V/def2-TZVPD) of a 2-piece molecular cluster, C2H6O overall.

Values from the calculation:
- Relative energy (zero: lowest compared OMol25 entry of this formula, charge and spin): 37.63 kcal/mol
- HOMO: -10.2 eV
- Orbital gap: 11.0051 eV
- SMILES string: C=C.O

Structure (ORCA input):
```
! wB97M-V def2-TZVPD RIJCOSX def2/J DEFGRID3
* xyz 0 1
O -2.411 0.034 -1.213
C 1.498 -0.585 0.382
C 1.020 0.629 0.136
H 0.842 -1.489 0.155
H -2.393 -0.736 -0.627
H 1.599 1.421 0.648
H -2.671 0.799 -0.576
H 2.550 -0.656 0.905
H -0.033 0.583 0.190
*
```

=====

The following is a DFT calculation (wB97M-V/def2-TZVPD) of C4H9NO2 in the gas phase.

Values from the calculation:
- Relative energy (zero: lowest compared OMol25 entry of this formula, charge and spin): 75.55 kcal/mol
- HOMO: -9.6 eV
- Orbital gap: 10.5907 eV
- SMILES string: COC/C(C)=N\O

Structure (ORCA input):
```
! wB97M-V def2-TZVPD RIJCOSX def2/J DEFGRID3
* xyz 0 1
O -0.794 1.916 -0.548
O 1.342 -0.504 0.740
N -1.393 0.670 -0.732
C -0.959 -0.206 0.087
C 2.060 0.385 -0.090
C 0.101 0.040 1.141
C -1.452 -1.612 -0.116
H -1.064 2.380 -1.350
H 2.987 -0.116 -0.377
H 2.301 1.311 0.457
H -0.833 -2.093 -0.879
H -2.487 -1.625 -0.463
H 1.494 0.659 -0.993
H -1.369 -2.205 0.799
H -0.183 -0.482 2.061
H 0.193 1.112 1.351
*
```

=====

The following is a DFT calculation (wB97M-V/def2-TZVPD) of a 2-piece molecular cluster, C2H11N4O overall.

Values from the calculation:
- Relative energy (zero: lowest compared OMol25 entry of this formula, charge and spin): 68.42 kcal/mol
- HOMO: -13.4 eV
- Orbital gap: 10.2653 eV

Structure (ORCA input):
```
! wB97M-V def2-TZVPD RIJCOSX def2/J DEFGRID3
* xyz 1 1
O 1.214 -1.197 2.386
N -0.849 -1.418 0.263
N -0.817 -0.393 -0.688
N 0.553 0.935 0.793
N -1.133 -0.703 -1.972
C -0.109 0.711 -0.384
C 0.064 1.777 -1.414
H 1.341 1.590 0.720
H 0.219 2.748 -0.820
H -0.620 -1.275 1.235
H 1.025 1.599 -2.061
H -0.578 -1.378 -2.461
H -2.036 -1.152 -1.926
H 0.339 0.347 1.557
H -0.835 1.656 -2.166
H 1.152 -0.942 3.292
H 2.211 -1.226 2.298
H -1.749 -1.885 0.252
*
```

=====

The following is a DFT calculation (wB97M-V/def2-TZVPD) of C64H135N6O16V as an isolated structure.

Values from the calculation:
- HOMO (spin up / spin down): -7.9 / -7.9 eV
- ⟨S²⟩: 2.01
- Orbital gap (spin up / spin down): 8.0967 / 8.2462 eV

Structure (ORCA input):
```
! wB97M-V def2-TZVPD RIJCOSX def2/J DEFGRID3
* xyz 0 3
V -0.083 0.328 0.440
O -1.734 0.784 1.959
O -4.115 -2.571 0.709
O -4.177 -2.328 6.091
O -3.326 8.411 -1.371
O 0.891 -0.948 2.014
O -1.354 -1.523 0.209
O 0.523 3.165 -3.385
O -1.817 1.703 0.124
O -0.344 -0.774 -1.462
O 4.213 0.436 -0.810
O 0.621 2.173 4.320
O -3.121 -0.294 4.442
O 1.344 -3.870 -2.685
O 0.765 1.931 1.664
O 0.855 1.843 -0.972
O 1.906 -0.544 0.232
N 1.905 2.700 4.740
N 0.428 1.873 -3.945
N 0.648 -5.112 -2.515
N -3.573 7.081 -0.998
N 5.595 -0.032 -0.546
N -4.439 -3.492 1.704
C 6.491 2.263 -0.569
C -5.740 -5.899 2.716
C -5.856 7.636 0.016
C -1.195 -1.608 -1.023
C -1.109 6.465 -1.123
C 6.364 0.925 0.252
C -0.944 1.592 -4.524
C 0.208 -7.171 -1.095
C -3.837 -4.815 1.459
C 0.121 -0.530 -5.518
C 1.432 -0.218 -4.727
C -4.014 1.426 1.141
C 2.583 -6.474 -1.503
C -3.218 -2.615 5.172
C 7.546 -1.449 -1.195
C -2.913 4.712 -1.272
C -2.319 -1.314 5.050
C -1.058 0.090 -4.896
C -6.134 -2.101 2.595
C 1.932 -1.167 1.317
C 7.734 0.307 0.631
C -4.232 -5.364 0.137
C 6.226 -0.205 -2.886
C -5.926 -3.483 2.042
C -1.991 1.800 -3.453
C -0.550 -6.940 -3.507
C 2.874 1.668 -3.724
C 2.963 0.610 4.262
C 3.272 4.617 5.739
C -2.554 6.175 -1.669
C 1.151 -5.901 -1.311
C 1.849 2.617 1.152
C 1.292 5.124 4.195
C -0.359 -4.779 -4.753
C -0.088 -7.965 -2.392
C -1.314 2.535 -5.682
C -6.875 -3.677 0.849
C -4.280 -5.838 2.572
C 0.402 -5.802 -3.780
C 1.693 -6.301 -4.503
C 1.961 1.903 -6.135
C -5.750 7.055 -2.336
C 4.151 3.633 6.520
C 1.829 4.050 5.268
C -5.024 6.806 -1.014
C -2.513 1.269 1.067
C 1.656 2.926 -0.371
C 1.054 -5.001 -0.038
C 0.854 4.167 6.400
C 5.705 1.216 1.626
C 2.767 1.721 5.391
C 1.643 1.363 -4.656
C 3.156 -1.917 1.789
C -5.290 5.300 -0.604
C -2.456 6.258 -3.261
C -2.017 -2.534 -1.941
C 2.038 1.056 6.615
C 4.164 2.322 5.868
C 8.437 -0.310 -0.611
C -4.358 4.277 -1.378
C -2.277 -4.734 1.569
C 5.259 -2.229 -1.527
C 6.153 -0.954 -1.576
C -6.184 -4.511 3.145
H 3.841 -1.156 2.163
H -1.629 1.599 -2.445
H -6.606 -3.218 -0.103
H 7.686 -0.518 1.342
H -1.175 -4.258 -4.253
H -4.099 -4.615 -0.644
H -5.702 -4.168 4.060
H -0.768 2.249 -6.581
H 7.457 -2.283 -0.499
H 2.965 1.637 -6.466
H 3.118 5.539 6.300
H 2.201 1.597 7.548
H -5.097 5.243 0.468
H -0.720 -6.864 -0.614
H 1.042 -5.510 0.926
H -1.666 5.659 -3.713
H 5.173 -0.089 -3.141
H -2.770 1.038 -3.457
H -7.852 -3.245 1.066
H 4.666 1.514 1.491
H 1.234 6.189 4.421
H 5.198 3.922 6.608
H -2.535 4.489 -0.274
H -0.874 -8.716 -2.314
H -0.779 -5.272 -5.629
H 1.928 -7.346 -4.299
H -4.431 2.413 1.340
H -0.112 3.780 6.075
H -5.258 -5.704 -0.001
H -7.237 -4.577 3.418
H -1.338 3.561 -5.315
H 6.115 2.121 2.074
H 2.961 2.727 -3.485
H -3.823 -2.682 4.268
H 6.802 -0.631 -3.708
H 0.676 3.662 -4.192
H -2.313 2.271 -6.029
H -5.233 6.539 -3.145
H 0.762 2.012 2.621
H 2.641 0.153 6.705
H 4.813 2.458 5.002
H -1.608 -2.355 -2.936
H 2.599 3.017 -0.909
H 0.147 2.261 5.151
H 3.345 -5.695 -1.521
H 5.387 -2.802 -0.608
H -0.689 -7.508 -4.427
H -1.091 -0.413 -3.930
H 0.985 0.820 6.460
H 1.979 2.993 -6.131
H -1.976 -0.234 -5.386
H -4.514 0.711 1.795
H 2.736 2.027 1.383
H -4.418 3.264 -0.979
H -2.322 4.019 -1.871
H -2.720 8.637 -0.662
H 2.844 -7.229 -0.762
H 1.247 -0.579 -3.715
H 2.018 5.102 3.382
H -5.722 8.121 -2.565
H -6.356 -6.198 1.868
H -3.362 5.736 -3.568
H -5.463 -1.736 3.373
H 1.176 1.639 -6.843
H 3.584 -0.207 4.631
H -6.865 7.234 0.102
H 2.585 -5.723 -4.260
H 6.735 3.059 0.135
H -1.531 -1.474 4.315
H 1.765 -4.193 0.137
H 0.895 2.042 -1.910
H 0.002 -1.596 -5.325
H 0.328 -3.994 -5.067
H 3.824 1.296 -4.108
H 0.090 -4.503 -0.139
H 3.441 1.073 3.399
H -5.933 8.720 -0.064
H -1.888 -4.038 0.826
H 2.048 0.061 4.040
H -3.783 -5.766 3.539
H 6.645 0.794 -2.766
H 5.610 2.589 -1.122
H -1.746 -5.686 1.561
H -3.569 -6.203 -0.076
H -1.903 -4.295 2.493
H -3.782 -1.789 1.156
H -4.150 -6.874 2.260
H 1.881 3.595 1.633
H 8.428 1.105 0.895
H 1.124 3.528 7.240
H -4.372 1.236 0.130
H -4.601 4.220 -2.438
H -2.428 2.798 -3.502
H -7.154 -4.697 0.589
H 8.606 0.437 -1.386
H 1.555 -6.127 -5.570
H -6.153 -1.380 1.778
H 2.282 -0.691 -5.219
H 3.601 -2.312 0.875
H 0.808 -8.507 -2.694
H 5.387 -2.957 -2.328
H -3.072 -2.261 -1.907
H -1.145 6.380 -0.037
H -2.702 -0.006 3.628
H 7.349 2.189 -1.236
H 0.657 -3.261 -2.402
H 9.455 -0.666 -0.454
H 1.200 3.916 -0.396
H -5.984 -6.639 3.478
H 8.161 -1.874 -1.989
H 4.213 -1.965 -1.684
H -6.815 6.834 -2.402
H 4.657 1.649 6.569
H 2.780 1.143 -2.774
H 3.781 3.564 7.543
H 3.804 4.892 4.828
H 2.992 -2.526 2.677
H 2.727 -7.100 -2.383
H 0.323 -0.547 -6.589
H -6.275 4.896 -0.839
H 0.563 -7.776 -0.260
H -7.132 -2.189 3.023
H -0.809 7.499 -1.292
H -1.876 -3.605 -1.801
H -1.486 -6.496 -3.166
H -2.356 7.279 -3.630
H -1.806 -1.034 5.970
H 0.368 4.717 3.785
H -2.763 -3.588 5.355
H 3.670 0.010 -0.142
H 5.910 0.409 2.329
H 0.642 5.209 6.642
H -5.489 7.462 1.027
H -0.215 5.960 -1.490
H -4.373 -1.388 6.110
*
```

=====

The following is a DFT calculation (wB97M-V/def2-TZVPD) of a 2-piece molecular cluster, C3H6NO overall.

Values from the calculation:
- Relative energy (zero: lowest compared OMol25 entry of this formula, charge and spin): 72.42 kcal/mol
- HOMO: -0.7 eV
- Orbital gap: 4.3997 eV

Structure (ORCA input):
```
! wB97M-V def2-TZVPD RIJCOSX def2/J DEFGRID3
* xyz -1 1
O -3.399 -0.011 0.251
N -2.423 0.564 -0.646
C 1.135 -0.237 0.940
C 1.047 -0.756 -0.490
C 1.905 0.251 -0.280
H 2.660 0.860 -0.632
H 0.745 -1.518 -1.228
H 1.871 -0.881 1.545
H 0.233 0.282 1.463
H -2.246 1.466 -0.262
H -1.530 -0.019 -0.660
*
```

=====

no.,strongest force on any atom (eV/Å)
1,2.7
2,0.6
3,2.5
4,2.1
5,3.0
6,0.6
7,4.1
8,3.7
9,5.0